{
  "formula": "C11H24N4OSi2Zr",
  "method": "ωB97M-V/def2-TZVPD",
  "elements": ["Zr", "C", "Si", "C", "C", "C", "C", "C", "C", "C", "Si", "C", "C", "H", "H", "H", "H", "H", "H", "H", "H", "H", "H", "H", "H", "H", "H", "H", "H", "N", "N", "H", "H", "H", "H", "N", "C", "N", "O", "H", "H", "H", "H"],
  "coordinates": [[-0.11751, 0.09180, -0.21379], [-1.19209, 0.93309, 3.20283], [-0.17997, -0.41872, 2.39287], [1.45192, -0.58491, 3.26640], [-1.12660, -2.03562, 2.39427], [-1.41433, -2.53627, 3.67125], [-2.10643, -3.72376, 3.84364], [-2.52928, -4.44096, 2.73143], [-2.25708, -3.96130, 1.46028], [-1.56030, -2.76221, 1.26181], [-1.32979, -2.26586, -0.53681], [-2.99588, -1.91265, -1.31879], [-0.51401, -3.65276, -1.48316], [-1.37379, 0.64684, 4.24261], [-2.17606, 1.06871, 2.74501], [-0.66716, 1.89094, 3.21498], [1.26715, -0.92459, 4.28863], [1.97871, 0.36965, 3.32225], [2.10752, -1.31629, 2.79103], [-1.09011, -1.99257, 4.55467], [-2.31408, -4.08888, 4.84127], [-3.07091, -5.37001, 2.85451], [-2.59895, -4.53645, 0.60417], [-3.59958, -2.82396, -1.31113], [-2.89890, -1.59385, -2.35929], [-3.55417, -1.15517, -0.76498], [-1.26479, -4.42362, -1.67454], [0.29897, -4.12427, -0.92814], [-0.13181, -3.32523, -2.45251], [-2.11033, 1.39181, -0.49664], [-1.03515, 2.36318, -0.60346], [-2.83783, 1.51712, -1.19898], [-2.55988, 1.50971, 0.41238], [-1.24165, 3.22622, -0.10372], [-0.92971, 2.61609, -1.58496], [2.56120, -2.36674, -0.10270], [2.73774, -1.21411, -0.72728], [3.86515, -0.94432, -1.35293], [1.79539, -0.31763, -0.72676], [3.27082, -3.08334, -0.10800], [1.67459, -2.58725, 0.32674], [4.63139, -1.59814, -1.39023], [3.99641, -0.03918, -1.77625]],
  "relative_energy_kj_mol": 26.3,
  "total_charge": 2,
  "mol_weight_g_mol": 375.74,
  "gap_ha": 0.2722
}

=====

{
  "formula": "C11H25AsI2NO3P2",
  "method": "ωB97M-V/def2-TZVPD",
  "elements": ["C", "C", "As", "C", "C", "P", "O", "O", "C", "C", "O", "C", "C", "P", "N", "C", "I", "C", "C", "I", "H", "H", "H", "H", "H", "H", "H", "H", "H", "H", "H", "H", "H", "H", "H", "H", "H", "H", "H", "H", "H", "H", "H", "H", "H"],
  "coordinates": [[-2.84646, -2.98408, 3.70904], [-2.39539, -2.47779, 2.72121], [-1.41228, -1.84437, 1.02831], [-0.45044, -1.29566, -0.68511], [0.11085, 0.11791, -0.74176], [0.01751, 0.83965, -2.39689], [-1.06324, 0.32786, -3.23997], [-0.03804, 2.43017, -2.24428], [-1.21088, 2.93234, -1.55635], [-0.80023, 4.06769, -0.62688], [1.45713, 0.59812, -3.05852], [2.58874, 1.24730, -2.49520], [3.76709, 1.14962, -3.44730], [-2.70302, 0.23108, 1.06205], [-3.63521, 0.39453, -0.21939], [0.12580, -1.13958, 2.25800], [-0.55492, 0.15481, 3.82799], [0.80082, -2.39830, 2.84707], [2.05752, -2.73112, 2.04578], [1.43979, -2.18664, 4.91132], [-3.16891, -3.49082, 4.59081], [-2.58098, -2.44033, 0.18506], [-0.68813, -3.24077, 0.96578], [-1.15408, -1.42912, -1.50268], [0.34322, -2.01975, -0.86326], [1.17690, 0.10821, -0.50969], [-0.32764, 0.81142, -0.02850], [-1.74412, 2.14807, -1.02913], [-1.87446, 3.30564, -2.32878], [0.28176, 4.03969, -0.52061], [-1.22359, 3.94892, 0.36444], [-1.04306, 5.03865, -1.04399], [2.88083, 0.79959, -1.54440], [2.39977, 2.29917, -2.29361], [3.65615, 1.87517, -4.24603], [4.66175, 1.40032, -2.88232], [3.86398, 0.14322, -3.83775], [-3.51214, 0.21952, 2.21798], [-1.88275, 1.37418, 1.27254], [-3.48970, -0.38599, -0.85473], [0.90767, -0.59675, 1.74040], [0.12863, -3.24666, 2.80593], [1.74793, -3.15653, 1.09116], [2.67507, -1.85251, 1.89579], [2.62559, -3.49314, 2.56867]],
  "total_charge": -1,
  "mol_weight_g_mol": 610.00,
  "gap_ha": 0.2527
}